# 1
{
  "formula": "C35H44As2N6O8PPtTe",
  "method": "wB97M-V/def2-TZVPD",
  "species": ["Pt", "C", "N", "C", "C", "N", "C", "P", "C", "N", "C", "C", "N", "C", "C", "N", "C", "C", "N", "C", "H", "H", "H", "H", "H", "H", "H", "H", "H", "H", "H", "H", "H", "H", "H", "C", "C", "C", "C", "C", "C", "Te", "C", "C", "C", "H", "H", "H", "H", "H", "H", "H", "H", "H", "H", "H", "C", "O", "C", "O", "C", "C", "As", "C", "C", "C", "As", "C", "C", "O", "O", "C", "C", "O", "O", "C", "C", "O", "O", "C", "H", "H", "H", "H", "H", "H", "H", "H", "H", "H", "H", "H", "H", "H", "H", "H", "H", "H"],
  "coordinates": [[1.2654, 2.3302, -0.4334], [2.7000, -2.5650, -2.7234], [2.1094, -1.2280, -2.6949], [1.3220, -0.7052, -3.6847], [0.8673, 0.4943, -3.2297], [1.3636, 0.7002, -1.9701], [2.0991, -0.3600, -1.6544], [3.2464, -0.5486, -0.2491], [4.0212, 1.1090, -0.4785], [3.3551, 2.2248, -0.6989], [4.2407, 3.2771, -0.6313], [5.4729, 2.7717, -0.3732], [5.3214, 1.4046, -0.2706], [6.3962, 0.4434, -0.0095], [2.3704, 0.0470, 1.2438], [1.7146, 1.1997, 1.3827], [1.3678, 1.3238, 2.7046], [1.8362, 0.2366, 3.3723], [2.4697, -0.5543, 2.4482], [3.0656, -1.8544, 2.7419], [2.9160, -2.8263, -3.7554], [2.0011, -3.2857, -2.2958], [3.6228, -2.5810, -2.1517], [1.1504, -1.2299, -4.6102], [0.2440, 1.2208, -3.7236], [3.9388, 4.2984, -0.7937], [6.4272, 3.2549, -0.2449], [7.3205, 0.9930, 0.1340], [6.5140, -0.2362, -0.8492], [6.1847, -0.1308, 0.8895], [0.8559, 2.1936, 3.0832], [1.7692, -0.0443, 4.4107], [3.5140, -1.8196, 3.7311], [3.8307, -2.0875, 2.0089], [2.2988, -2.6275, 2.7068], [1.3401, -8.9295, -0.8375], [1.1309, -7.4559, -0.5816], [-0.1317, -6.8815, -0.6386], [-0.3370, -5.5202, -0.4315], [-1.7483, -4.9915, -0.5135], [0.7612, -4.6837, -0.1462], [0.3773, -2.6050, 0.1083], [2.0417, -5.2588, -0.0520], [3.2907, -4.4883, 0.3062], [2.1993, -6.6257, -0.2789], [0.4265, -9.4032, -1.1978], [1.6503, -9.4458, 0.0749], [2.1231, -9.0886, -1.5819], [-0.9889, -7.5123, -0.8579], [-2.4451, -5.7957, -0.7560], [-1.8314, -4.2141, -1.2768], [-2.0564, -4.5459, 0.4362], [3.1248, -3.4144, 0.2823], [4.1064, -4.7309, -0.3805], [3.6263, -4.7591, 1.3118], [3.1987, -7.0527, -0.2158], [-2.1155, 4.3214, 5.3886], [-2.3389, 3.5802, 4.1700], [-1.4034, 3.7147, 3.2433], [-0.3954, 4.3652, 3.3961], [-1.5894, 2.8442, 2.0278], [-2.6287, 2.0197, 1.8283], [-4.2853, 3.1065, 1.8517], [-5.7351, 1.8460, 1.5368], [-3.6834, 3.4799, -0.0426], [-2.4526, 3.5966, -0.5487], [-0.6811, 3.4059, 0.3964], [-0.3879, 5.2952, 0.6798], [-2.1909, 4.1411, -1.9380], [-2.0426, 5.3128, -2.1374], [-1.9937, 3.2455, -2.9154], [-2.2623, 1.8547, -2.6467], [-4.8987, 3.8988, -0.8319], [-5.8797, 4.3261, -0.2808], [-4.7715, 3.7326, -2.1452], [-5.8609, 4.2147, -2.9668], [-2.4181, 0.8839, 0.8441], [-1.3131, 0.5002, 0.5571], [-3.5442, 0.3267, 0.4097], [-3.4143, -0.8371, -0.4409], [-3.0175, 4.1904, 5.9754], [-1.9460, 5.3721, 5.1711], [-1.2533, 3.9198, 5.9148], [-5.5842, 0.9845, 2.1845], [-5.7965, 1.5173, 0.5042], [-6.6499, 2.3604, 1.8185], [-1.2271, 5.7254, 1.2172], [-0.3129, 5.7540, -0.3041], [0.5315, 5.4317, 1.2389], [-2.0917, 1.3408, -3.5867], [-3.2975, 1.7176, -2.3455], [-1.5915, 1.4565, -1.8851], [-5.7625, 3.6998, -3.9152], [-5.7529, 5.2876, -3.1049], [-6.8140, 3.9979, -2.4972], [-4.1416, -0.7212, -1.2406], [-3.6514, -1.7193, 0.1482], [-2.4055, -0.9264, -0.8337]],
  "forces_ev_per_angstrom": [[1.6, -0.3, 0.7], [-0.2, 0.1, 0.0], [0.2, -0.1, -0.2], [0.0, -0.1, 0.1], [0.0, 0.0, 0.1], [-0.4, 0.4, -0.3], [0.1, 0.1, -0.1], [-0.4, -0.2, 0.1], [0.4, 0.0, 0.1], [-0.6, 0.0, 0.2], [-0.3, 0.0, -0.1], [0.0, -0.3, 0.0], [0.2, 0.0, -0.1], [-0.1, 0.1, 0.0], [-0.2, 0.0, -0.1], [-0.2, 0.5, -0.1], [0.0, 0.2, -0.2], [0.0, -0.2, -0.1], [0.1, 0.0, 0.1], [-0.1, 0.0, 0.1], [0.0, 0.0, 0.0], [0.0, 0.0, 0.1], [0.0, 0.0, 0.0], [0.0, 0.0, 0.1], [0.1, 0.0, 0.0], [0.0, -0.1, 0.0], [0.0, 0.0, -0.1], [0.0, 0.0, 0.0], [0.0, 0.0, 0.0], [0.0, 0.0, 0.0], [0.0, -0.1, 0.0], [0.0, 0.0, -0.1], [0.0, 0.1, 0.0], [0.0, 0.0, 0.0], [0.0, 0.0, -0.1], [0.0, 0.1, 0.1], [0.0, -0.1, 0.0], [0.0, 0.0, 0.0], [0.0, 0.0, 0.0], [0.1, -0.1, 0.0], [0.0, -0.1, 0.0], [0.2, 0.2, 0.2], [-0.1, 0.0, 0.0], [0.0, -0.1, 0.0], [0.0, 0.0, 0.0], [0.0, 0.0, 0.0], [0.0, 0.0, 0.0], [0.0, 0.0, 0.0], [0.0, 0.0, 0.0], [0.0, 0.0, 0.0], [0.0, 0.0, 0.0], [0.0, 0.0, 0.0], [0.0, 0.0, 0.0], [0.0, 0.0, 0.0], [0.0, 0.0, 0.0], [-0.1, 0.0, 0.0], [0.0, 0.0, 0.0], [-0.1, 0.0, 0.0], [0.0, -0.1, -0.2], [0.1, 0.0, 0.0], [0.3, 0.4, 0.3], [-0.5, -0.3, -0.4], [0.3, 0.0, 0.0], [-0.1, -0.1, 0.0], [-0.1, 0.2, 0.1], [0.2, 0.1, -0.2], [-0.9, -0.6, 0.2], [0.3, 0.1, -0.2], [0.0, -0.3, 0.1], [0.0, 0.1, 0.0], [0.0, -0.2, 0.1], [-0.1, 0.1, -0.1], [0.2, -0.1, 0.0], [0.0, 0.0, 0.1], [-0.1, 0.0, 0.0], [0.1, 0.0, 0.1], [-0.1, 0.1, 0.2], [0.3, 0.1, -0.1], [0.1, 0.1, 0.0], [0.0, 0.0, 0.0], [0.0, 0.0, 0.0], [0.0, 0.0, 0.0], [0.0, 0.0, 0.0], [0.0, 0.0, 0.0], [0.0, 0.0, 0.0], [0.0, 0.0, 0.0], [-0.1, 0.0, 0.0], [0.0, 0.0, 0.0], [0.0, 0.0, 0.0], [0.0, 0.0, 0.0], [-0.1, 0.0, 0.0], [0.1, 0.0, 0.0], [0.0, 0.0, 0.0], [0.0, 0.0, 0.0], [0.0, -0.1, 0.0], [0.0, 0.0, 0.0], [0.0, 0.0, 0.0], [0.0, 0.0, 0.0]],
  "lowdin_charge": [0.90, -0.03, -0.13, -0.03, -0.11, -0.07, -0.56, 1.13, -0.44, -0.11, -0.09, -0.03, -0.10, 0.00, -0.50, -0.06, -0.09, -0.02, -0.11, -0.04, 0.10, 0.06, 0.07, 0.13, 0.10, 0.12, 0.13, 0.10, 0.10, 0.09, 0.09, 0.13, 0.10, 0.06, 0.07, -0.05, -0.27, -0.02, -0.33, -0.13, -0.54, 0.94, -0.32, -0.10, -0.03, 0.07, 0.08, 0.08, 0.11, 0.07, 0.05, 0.06, -0.04, 0.08, 0.09, 0.12, -0.01, -0.08, -0.56, 0.07, -0.32, -0.27, 1.38, -0.30, -0.23, -0.23, 1.17, -0.23, -0.56, 0.14, -0.01, -0.04, -0.53, 0.10, -0.04, 0.01, -0.55, 0.00, -0.06, -0.01, 0.10, 0.10, 0.10, 0.04, 0.03, 0.03, 0.06, 0.04, 0.03, 0.10, 0.09, 0.06, 0.10, 0.11, 0.10, 0.10, 0.10, 0.05],
  "e_lumo_ev": [-5.02, -4.17],
  "e_homo_ha": [-0.294, -0.313],
  "orbital_gap_ev": [2.97, 4.36],
  "charge": 1
}

---

# 2
{
  "formula": "C5H8N2O",
  "method": "wB97M-V/def2-TZVPD",
  "species": ["C", "C", "C", "N", "C", "N", "C", "O", "H", "H", "H", "H", "H", "H", "H", "H"],
  "coordinates": [[-0.4038, 2.2105, -0.3090], [0.2436, 1.0225, -0.6809], [1.4359, 0.9925, -1.6737], [0.0765, -0.1727, 0.0313], [-1.0336, -0.6804, 0.5451], [-1.3081, -1.6463, 1.4638], [-0.1144, -2.6411, 1.4021], [0.0968, -3.9276, 1.7594], [-0.3009, 3.1674, -0.6506], [-0.6968, 2.2950, 0.8050], [1.5863, 0.5013, -2.7193], [2.4475, 0.8043, -1.0803], [1.3658, 1.9619, -2.0364], [-2.0182, 0.0130, 0.4703], [-2.2280, -1.8710, 1.3648], [0.8516, -2.0294, 1.3083]],
  "forces_ev_per_angstrom": [[1.0, -4.2, 3.2], [-0.9, 0.9, 0.2], [1.3, -1.1, -0.1], [-1.9, -2.7, 1.9], [-0.3, 7.2, -2.0], [6.9, -2.8, -0.9], [1.9, -5.1, 3.9], [-2.8, 8.0, -2.5], [0.7, 2.0, -1.7], [-0.3, -0.7, -1.9], [-1.1, -0.5, 2.2], [-2.3, 0.5, -1.1], [0.8, 2.3, -0.4], [1.8, -1.4, -0.4], [-2.9, -1.7, 0.2], [-1.7, -0.7, -0.5]],
  "nbo_charge": [-0.48, 0.19, -0.66, -0.53, 0.30, -0.61, 0.49, -0.53, 0.20, 0.20, 0.23, 0.23, 0.21, 0.15, 0.40, 0.19],
  "e_lumo_ev": -0.11,
  "e_homo_ha": -0.321,
  "smiles": "C=C(C)/N=C/NC=O",
  "orbital_gap_ev": 8.61
}

---

# 3
{
  "formula": "C20H16Cl4IrN7O4S2",
  "method": "wB97M-V/def2-TZVPD",
  "species": ["Ir", "N", "C", "C", "C", "C", "C", "C", "S", "O", "O", "N", "C", "N", "C", "C", "C", "N", "H", "H", "H", "H", "H", "H", "H", "H", "H", "Cl", "C", "C", "Cl", "C", "Cl", "C", "O", "C", "O", "C", "Cl", "C", "C", "C", "N", "N", "C", "N", "S", "H", "H", "H", "H", "H", "H", "H"],
  "coordinates": [[-0.6637, -0.5473, -0.6694], [2.8341, 5.0626, 3.0522], [2.7069, 3.9149, 2.3315], [3.0695, 2.6786, 2.8954], [2.9321, 1.5179, 2.1730], [2.4345, 1.5765, 0.8716], [2.0694, 2.7872, 0.2946], [2.2141, 3.9499, 1.0172], [2.1093, 0.0840, 0.0591], [1.5628, 0.3556, -1.2689], [3.1935, -0.8294, 0.1702], [0.7327, -0.4494, 0.7690], [0.3133, -1.3703, 1.6796], [-0.8649, -1.8506, 1.2850], [-1.5013, -2.7004, 2.0815], [-0.9421, -3.0801, 3.2866], [0.3002, -2.5378, 3.5923], [0.9357, -1.6804, 2.7940], [3.1489, 5.0361, 4.0036], [2.5462, 5.9444, 2.6724], [3.4506, 2.6493, 3.9086], [3.1958, 0.5585, 2.6023], [1.6762, 2.8016, -0.7134], [1.9408, 4.9018, 0.5789], [-2.4574, -3.0773, 1.7425], [-1.4494, -3.7590, 3.9542], [0.8118, -2.7858, 4.5148], [-5.8284, 3.9813, -1.7712], [-4.5329, 3.1179, -1.0819], [-4.0367, 3.5062, 0.2104], [-4.7451, 4.8304, 1.0193], [-3.0051, 2.8183, 0.7885], [-2.3855, 3.2283, 2.3316], [-2.4114, 1.7174, 0.1106], [-1.4480, 1.0486, 0.5818], [-2.9266, 1.3188, -1.1713], [-2.3917, 0.2949, -1.7273], [-3.9786, 2.0530, -1.7505], [-4.5402, 1.5664, -3.3018], [2.7264, -4.1922, -2.0599], [1.7204, -4.3828, -3.1925], [0.5380, -3.4833, -3.0447], [0.3348, -2.6888, -2.0666], [-0.8384, -1.9553, -2.1812], [-1.5229, -2.2043, -3.2829], [-2.6787, -1.6253, -3.6028], [-0.7472, -3.4122, -4.2438], [3.6062, -4.8065, -2.2406], [2.2891, -4.4810, -1.1047], [3.0357, -3.1507, -1.9823], [1.3703, -5.4175, -3.2222], [2.1903, -4.1844, -4.1584], [-2.9659, -0.8179, -3.0565], [-3.1274, -1.8305, -4.4770]],
  "forces_ev_per_angstrom": [[-2.4, 1.7, 1.6], [0.0, -0.1, 0.0], [0.0, 0.1, 0.0], [0.0, 0.0, 0.0], [0.1, 0.0, -0.1], [0.0, -0.1, 0.0], [0.0, 0.0, 0.0], [0.0, 0.0, 0.0], [0.3, 0.1, 0.2], [-0.4, 0.2, -0.4], [0.0, -0.1, 0.2], [-0.7, -0.6, -1.7], [0.6, 0.0, 0.6], [-0.5, 0.0, -1.3], [-0.2, -0.1, 0.0], [0.0, 0.1, 0.0], [0.1, 0.1, -0.1], [0.1, 0.1, 0.2], [0.0, 0.0, 0.0], [0.0, 0.0, 0.0], [0.0, 0.0, 0.0], [0.0, 0.1, 0.0], [0.0, 0.0, 0.0], [0.0, 0.0, 0.0], [0.0, 0.0, 0.0], [0.0, 0.0, 0.0], [0.0, -0.1, 0.0], [0.0, 0.0, 0.0], [0.0, 0.0, 0.1], [0.0, -0.1, 0.0], [0.0, 0.0, 0.0], [0.0, 0.1, 0.3], [0.0, 0.0, -0.1], [-0.1, 0.0, -0.2], [1.0, -0.2, 0.5], [0.0, 0.1, 0.1], [0.7, -0.6, -0.2], [-0.2, 0.0, -0.2], [0.0, 0.0, 0.0], [-0.1, 0.0, 0.0], [0.1, 0.0, 0.1], [-0.3, 0.1, -0.2], [0.0, -0.2, -0.1], [2.0, -0.4, 0.8], [-0.1, 0.2, 0.2], [0.0, -0.1, 0.0], [0.0, 0.0, 0.0], [0.0, 0.0, 0.0], [0.0, 0.0, 0.0], [0.0, 0.0, 0.0], [0.0, 0.0, 0.0], [0.0, 0.0, 0.0], [0.0, 0.0, -0.1], [0.0, 0.0, 0.0]],
  "nbo_charge": [1.42, -0.77, 0.22, -0.26, -0.16, -0.38, -0.15, -0.28, 2.34, -0.95, -0.88, -0.82, 0.57, -0.49, 0.12, -0.32, 0.13, -0.44, 0.40, 0.40, 0.22, 0.24, 0.24, 0.22, 0.22, 0.25, 0.22, 0.12, -0.04, -0.07, 0.11, -0.15, 0.09, 0.40, -0.61, 0.33, -0.70, -0.14, 0.06, -0.60, -0.45, 0.11, -0.26, -0.41, 0.28, -0.77, 0.40, 0.23, 0.22, 0.23, 0.24, 0.24, 0.45, 0.42],
  "s_squared": 0.7742,
  "e_lumo_ev": [-4.34, -4.87],
  "e_homo_ha": [-0.389, -0.389],
  "orbital_gap_ev": [6.23, 5.71],
  "charge": 1,
  "multiplicity": 2
}

---

# 4
{
  "formula": "C6H12O",
  "method": "wB97M-V/def2-TZVPD",
  "species": ["C", "C", "C", "C", "C", "C", "O", "H", "H", "H", "H", "H", "H", "H", "H", "H", "H", "H", "H"],
  "coordinates": [[-2.2665, -0.1581, 0.8544], [-1.2469, 0.8757, 0.2049], [-0.3579, 0.3156, -0.9254], [1.0294, 0.7672, -1.3687], [0.8407, -0.5594, -0.6844], [1.3801, -0.7415, 0.7102], [2.7483, -1.1014, 0.7130], [-2.9292, -0.5295, 0.0891], [-2.8817, 0.2755, 1.6745], [-1.7535, -1.0126, 1.3422], [-0.8480, 1.0174, 1.1915], [-1.7555, 1.7754, -0.1898], [-0.9658, 0.0037, -1.7789], [1.2678, 0.7469, -2.4345], [1.5302, 1.5701, -0.8315], [0.9245, -1.4475, -1.3063], [1.2087, 0.1745, 1.2989], [0.8549, -1.5612, 1.2109], [3.2204, -0.4109, 0.2298]],
  "forces_ev_per_angstrom": [[-0.1, 0.0, -0.7], [-0.9, -0.9, 0.5], [-0.4, -0.2, 0.3], [-0.2, 0.2, 0.1], [0.0, -0.2, 0.1], [-0.4, 0.0, 0.1], [0.2, 0.2, -0.1], [-0.5, -0.5, -0.1], [0.4, 0.2, -0.7], [0.0, 0.4, -0.6], [1.8, 1.4, -0.2], [0.1, -0.4, 0.6], [0.1, 0.0, 0.3], [-0.3, 0.1, 0.3], [-0.1, -0.2, 0.1], [0.1, 0.1, 0.1], [0.1, -0.2, -0.1], [0.1, 0.1, 0.0], [0.0, -0.2, 0.1]],
  "nbo_charge": [-0.60, -0.41, -0.22, -0.43, -0.26, -0.06, -0.71, 0.20, 0.21, 0.20, 0.21, 0.21, 0.21, 0.22, 0.21, 0.22, 0.16, 0.18, 0.46],
  "e_lumo_ev": 1.02,
  "e_homo_ha": -0.369,
  "smiles": "CC[C@H]1C[C@H]1CO",
  "orbital_gap_ev": 11.07
}

---

# 5
{
  "formula": "C2H5NO2S",
  "method": "wB97M-V/def2-TZVPD",
  "species": ["C", "C", "N", "O", "O", "S", "H", "H", "H", "H", "H"],
  "coordinates": [[0.9129, -0.5918, 0.1737], [-1.1046, 0.0930, -0.6750], [-1.8596, -0.6932, 0.2703], [-2.2073, -0.2192, 1.3516], [-2.1712, -1.7891, -0.1241], [-1.3715, 1.8010, -0.7426], [0.5589, -0.7948, 1.1938], [1.5699, 0.2761, -0.1139], [1.1524, -1.4031, -0.4281], [-0.8049, -0.2718, -1.6202], [-2.1604, 2.0127, 0.2914]],
  "forces_ev_per_angstrom": [[-2.3, 3.2, -0.4], [3.5, 0.2, 2.5], [-1.0, 0.4, -0.3], [0.6, 0.0, -0.8], [0.0, -1.1, 0.0], [0.4, 0.8, -0.8], [0.6, 0.4, -0.5], [-0.9, -0.8, 1.0], [0.1, -1.7, -0.9], [-0.7, -1.0, -0.7], [-0.2, -0.3, 0.7]],
  "nbo_charge": [-0.50, -0.28, 0.48, -0.41, -0.37, 0.06, 0.22, 0.21, 0.18, 0.24, 0.16],
  "e_lumo_ev": [-0.76, -0.76],
  "e_homo_ha": [-0.323, -0.323],
  "orbital_gap_ev": [8.04, 8.04]
}

---

# 6
{
  "formula": "C3H6BiO5",
  "method": "wB97M-V/def2-TZVPD",
  "species": ["C", "C", "O", "C", "O", "O", "O", "Bi", "H", "H", "H", "H", "H", "O", "H"],
  "coordinates": [[-0.9780, -1.2008, 0.1679], [0.2487, -0.3697, 0.5396], [1.4126, -0.9444, -0.0789], [2.5793, -0.3508, 0.0806], [2.7008, 0.7047, 0.7635], [3.5793, -0.8591, -0.5039], [-2.1114, -0.6945, 0.7501], [4.8057, 0.6924, 0.3017], [-0.7701, -2.2518, 0.4765], [-1.0290, -1.2268, -0.9478], [0.3866, -0.3612, 1.6305], [0.1281, 0.6656, 0.1908], [-3.4740, 1.3054, -0.8100], [-3.9604, 2.0324, -1.3831], [-3.5182, 2.8585, -1.1774]],
  "forces_ev_per_angstrom": [[1.0, 0.2, 0.0], [0.2, 0.7, 0.5], [-0.4, -0.4, -0.2], [-1.2, -0.5, -0.4], [-1.0, -0.1, 0.3], [-0.9, -0.8, -0.2], [0.4, -0.5, -0.6], [3.0, 1.5, 0.3], [-0.6, 0.3, -0.1], [-0.5, -0.1, 0.5], [-0.1, 0.0, -0.3], [0.0, -0.3, 0.1], [-1.5, 2.4, -1.7], [1.3, -2.5, 1.6], [0.2, 0.1, 0.1]],
  "nbo_charge": [-0.17, -0.09, -0.49, 0.97, -0.73, -0.70, -0.25, 0.62, 0.23, 0.23, 0.20, 0.19, 0.47, -0.94, 0.47],
  "s_squared": 0.7570,
  "e_lumo_ev": [-0.61, -2.44],
  "e_homo_ha": [-0.248, -0.248],
  "orbital_gap_ev": [6.15, 4.31],
  "multiplicity": 2
}